Entry 1:
This record from OMol25 describes C3H5N3 in the gas phase. The level of theory is ωB97M-V/def2-TZVPD.

CARTESIAN COORDINATES (ANGSTROEM)
N 2.05994 0.06598 0.12873
C 0.65019 -0.02073 0.09129
C -0.22929 0.99742 -0.16021
N -1.47646 0.41009 -0.10835
C -1.29327 -0.89720 0.20034
N -0.02209 -1.19312 0.33180
H 2.42615 -0.75403 0.60185
H 2.43868 0.05667 -0.81213
H -0.08362 2.05089 -0.33943
H -2.35784 0.88188 -0.22440
H -2.11238 -1.59785 0.29052

Summary:
energy relative to the best compared isomer or geometry (same formula, charge and spin)	0.0340	eV
E_LUMO	0.036	Eh
gap between HOMO and LUMO	9.211	eV
HOMO	-0.3029	Ha


Entry 2:
This record from OMol25 describes a molecular structure, C45H30Cl2N4Ni at a distorted geometry. The level of theory is ωB97M-V/def2-TZVPD.

CARTESIAN COORDINATES (ANGSTROEM)
Ni -0.36455 -0.18510 0.01110
C 4.09805 2.19387 -5.68403
C 4.72367 2.22138 -4.44665
C 4.02513 1.88799 -3.29658
C 2.68352 1.51235 -3.35537
C 2.06876 1.47962 -4.61238
C 2.76387 1.82018 -5.76046
C 1.88279 1.14385 -2.16096
C 2.34012 0.15688 -1.28354
C 3.61018 -0.52252 -1.36755
C 3.69842 -1.33069 -0.28838
C 2.46771 -1.18109 0.45175
N 1.66538 -0.28345 -0.18185
C 2.15121 -1.90802 1.60679
C 0.87527 -1.94667 2.19300
C 0.51692 -2.68995 3.37809
C -0.83331 -2.64051 3.48264
C -1.30611 -1.82810 2.39374
C -2.65253 -1.56082 2.12972
C -3.67059 -2.36976 2.85668
C -4.43349 -1.82616 3.88567
C -5.38744 -2.59507 4.53664
C -5.59328 -3.91432 4.16037
C -4.83632 -4.46454 3.13632
C -3.87607 -3.69850 2.49246
C -3.10048 -0.57651 1.24824
N -2.29220 0.26163 0.53958
C -3.09414 1.19112 -0.03735
C -2.65684 2.26066 -0.83633
C -3.64923 3.32086 -1.14961
C -4.00667 3.63573 -2.45922
C -4.94984 4.61960 -2.71576
C -5.54334 5.30940 -1.66918
C -5.19362 5.00640 -0.36102
C -4.25879 4.01645 -0.10377
C -1.36216 2.36858 -1.34317
C -0.89185 3.43799 -2.18874
C 0.34782 3.09263 -2.60574
C 0.66195 1.82713 -1.98742
N -0.37200 1.43764 -1.19996
C -4.47341 0.91064 0.28134
C -4.47891 -0.19628 1.06132
N -0.24737 -1.38678 1.65798
C 3.21634 -2.76121 2.19604
C 3.04573 -4.14069 2.32612
C 4.04728 -4.93261 2.86563
C 5.24272 -4.36292 3.27927
C 5.42804 -2.99480 3.14949
C 4.42463 -2.20220 2.61437
H 4.64254 2.47217 -6.57684
H 5.76304 2.51715 -4.37765
H 4.51992 1.96388 -2.33667
H 1.03336 1.17312 -4.68558
H 2.26250 1.79429 -6.71980
H 4.34201 -0.40443 -2.14817
H 4.50641 -1.99702 -0.03791
H 1.21101 -3.15897 4.05414
H -1.45848 -3.07822 4.24461
H -4.27294 -0.79424 4.17349
H -5.97141 -2.16263 5.33913
H -6.34010 -4.51346 4.66525
H -4.99296 -5.49303 2.83640
H -3.28698 -4.12589 1.68992
H -3.55368 3.09271 -3.27935
H -5.23045 4.84510 -3.73690
H -6.27378 6.08221 -1.87144
H -5.65184 5.54212 0.46060
H -3.98042 3.78262 0.91615
H -1.44451 4.33465 -2.41384
H 1.01490 3.64968 -3.24241
H -5.31239 1.48269 -0.07915
H -5.32488 -0.71521 1.48169
H 2.12803 -4.59850 1.98046
H 3.89182 -5.99979 2.96230
H 6.02497 -4.98194 3.69929
H 6.35606 -2.53881 3.47083
H 4.56165 -1.13096 2.53507
Cl 1.13910 -3.93777 -1.38840
C -0.46667 -3.39534 -0.87854
Cl -0.86671 -1.81071 -1.56705
H -0.45959 -3.28639 0.20043
H -1.19982 -4.11192 -1.22601

Summary:
energy relative to the best compared isomer or geometry (same formula, charge and spin)	0.0000	eV
E_LUMO (spin up / spin down)	-0.036 / -0.035	Eh
gap between HOMO and LUMO (spin up / spin down)	5.646 / 5.736	eV
HOMO (spin up / spin down)	-0.2438 / -0.2459	Ha
spin multiplicity	3


Entry 3:
This record from OMol25 describes 2 unconnected molecules or ions with the total composition C18H38Cl2N3O4 at a distorted geometry. The level of theory is ωB97M-V/def2-TZVPD.

CARTESIAN COORDINATES (ANGSTROEM)
C 5.35086 -3.26109 0.85765
C 4.35333 -3.42814 1.97146
Cl 4.87388 -4.40706 3.27340
C 3.14767 -2.87437 2.03565
Cl 2.00463 -3.06351 3.25391
N 2.75707 -1.98824 0.89370
C 3.34633 -0.59620 0.90470
C 3.21314 0.17304 2.22243
C 2.07509 1.20004 2.22842
C 0.72552 0.61380 2.60837
O 0.60274 -0.29608 3.34815
O -0.34623 1.28760 2.14504
O 1.36661 -1.83439 0.77741
C 0.83843 -2.66356 -0.29198
C -0.63458 -2.30418 -0.49100
N -0.94368 -0.99145 0.06603
C -2.36632 -0.63033 -0.00367
C -3.30049 -1.66429 0.62991
C -2.89366 -2.01688 2.06273
O -4.58994 -1.05810 0.54025
H 4.88865 -3.09882 -0.12480
H 6.02880 -2.42408 1.06416
H 5.95951 -4.16591 0.78437
H 3.08893 -2.46465 0.04741
H 2.83023 -0.09621 0.07791
H 4.39485 -0.73386 0.62010
H 4.17248 0.67516 2.38321
H 3.06876 -0.50604 3.06960
H 2.02586 1.74660 1.27687
H 2.26293 1.96018 2.99969
H -0.19039 1.52013 1.21337
H 1.42896 -2.48488 -1.20422
H 0.94653 -3.71264 0.01621
H -0.85643 -2.37094 -1.57130
H -1.24660 -3.06299 0.00607
H -0.43460 -0.30189 -0.48870
H -2.50273 0.30439 0.55506
H -2.69085 -0.45456 -1.04035
H -3.32528 -2.57485 0.00888
H -3.08436 -3.06939 2.29868
H -1.83461 -1.79944 2.24146
H -3.46757 -1.39632 2.76393
H -5.16076 -1.42095 1.23211
C -0.16635 4.17361 -0.77657
C -0.43586 3.37296 -2.03551
N -1.17759 2.14894 -1.77111
C -1.18979 1.23963 -2.91249
C -1.87752 1.69925 -4.20068
C -2.46240 2.33862 -1.10079
C -3.50257 3.25836 -1.74689
H 0.32410 3.53681 -0.03380
H 0.49814 5.00848 -0.99962
H -1.07171 4.58319 -0.33047
H 0.51735 3.06963 -2.47927
H -0.92034 4.02436 -2.77640
H -1.64907 0.30395 -2.58173
H -0.14361 1.00944 -3.14315
H -2.96223 1.69181 -4.11167
H -1.61083 1.02612 -5.01685
H -1.56616 2.70334 -4.48943
H -2.26165 2.70426 -0.09076
H -2.89581 1.34377 -0.96825
H -3.05772 4.19249 -2.09333
H -4.26600 3.51402 -1.01149
H -4.00507 2.79225 -2.59209

Summary:
E_LUMO	-0.107	Eh
gap between HOMO and LUMO	7.795	eV
charge	+1
HOMO	-0.3931	Ha


Entry 4:
This record from OMol25 describes a molecular structure, C20H37Br12N3O at a distorted geometry. The level of theory is ωB97M-V/def2-TZVPD.

CARTESIAN COORDINATES (ANGSTROEM)
C -2.81157 -0.13285 1.24806
C -3.22828 0.69249 -0.07512
C -2.85062 -0.04032 -1.47445
O -2.47707 1.00666 -2.41795
C -1.25386 0.71633 -3.13016
C -1.41630 -0.38923 -4.31760
N -0.47246 0.00583 -5.42408
C -2.90806 -0.37131 -4.90058
N -4.07737 -0.23807 -5.20266
C -0.98912 -1.87436 -3.84441
C -2.31013 -2.74587 -3.51465
N -3.38240 -3.27304 -3.27937
H -3.32460 0.34938 2.16979
H -3.11162 -1.24059 1.13429
H -1.66276 -0.05640 1.38139
H -4.36303 0.86813 -0.01345
H -2.69683 1.72485 -0.11041
H -3.84543 -0.51115 -1.85393
H -2.09232 -0.89445 -1.36775
H -0.94852 1.70311 -3.66480
H -0.35730 0.45517 -2.44261
H 0.28483 0.61504 -5.06793
H -1.03324 0.50881 -6.13264
H -0.45434 -2.37149 -4.74018
H -0.28092 -1.86615 -2.93180
Br 2.28012 1.87601 -0.70457
C 0.83982 3.12252 -0.28277
C 0.73181 3.34296 1.20463
Br -0.12820 1.82770 2.07517
H -0.07048 2.72157 -0.72901
H 1.10938 4.05102 -0.79103
H 0.09028 4.19897 1.42121
H 1.69717 3.48608 1.69216
Br 3.57429 1.15702 3.75066
C 3.64957 -0.16337 2.31827
C 3.85054 -1.55453 2.86632
Br 5.70091 -1.83817 3.41253
H 4.43991 0.15111 1.63628
H 2.68506 -0.08517 1.81023
H 3.66500 -2.30204 2.09308
H 3.22536 -1.77211 3.73306
Br -0.68251 -3.91628 -2.05229
C -0.25561 -4.84913 -0.39584
C -0.33217 -3.90820 0.77880
Br 1.23104 -2.74634 0.85074
H 0.72699 -5.30325 -0.52592
H -1.00597 -5.63831 -0.30837
H -0.31900 -4.46318 1.71922
H -1.20999 -3.26032 0.75695
Br -3.62366 -2.41373 3.24994
C -2.64081 -3.90572 4.03272
C -1.67177 -3.43359 5.09021
Br -0.08545 -2.63289 4.29135
H -2.16030 -4.43539 3.21019
H -3.40609 -4.54767 4.47476
H -1.30027 -4.27859 5.67345
H -2.09703 -2.69066 5.76563
Br 4.74447 -0.16239 -1.78722
C 6.43068 -0.72904 -0.98768
C 7.22835 0.45385 -0.49660
Br 8.08531 1.39147 -1.97507
H 6.95416 -1.32347 -1.73643
H 6.14597 -1.37345 -0.15253
H 8.04830 0.12381 0.14432
H 6.62638 1.18806 0.04007
Br -2.04525 4.90878 -0.88621
C -3.09964 5.96599 0.36813
C -2.34850 7.19591 0.81598
Br -0.98003 6.75045 2.13080
H -3.37498 5.30394 1.18918
H -3.99929 6.24589 -0.18441
H -3.01885 7.88933 1.32773
H -1.84782 7.71726 -0.00042

Summary:
E_LUMO	0.005	Eh
gap between HOMO and LUMO	9.823	eV
HOMO	-0.3557	Ha


Entry 5:
This record from OMol25 describes a gas-phase ion, C7H12N3O (charge +1) at a distorted geometry. The level of theory is ωB97M-V/def2-TZVPD.

CARTESIAN COORDINATES (ANGSTROEM)
C -1.95909 0.02647 -1.03820
C -1.30308 0.27485 0.35366
N -1.07173 1.75188 0.68878
C 0.18708 2.19408 0.00887
C 1.12680 1.03867 0.11207
C 0.11054 -0.20990 0.27338
N 0.87027 -1.26615 0.11218
C 0.47373 -2.76582 0.30183
N 2.11920 -0.89085 0.11954
C 2.39759 0.49781 -0.15847
O 3.47779 0.89193 -0.53374
H -1.40395 0.86369 -1.70860
H -3.08863 0.29130 -0.96475
H -1.65146 -0.96348 -1.40545
H -1.88970 -0.32225 1.09733
H -0.90014 1.85011 1.73081
H -1.93309 2.00703 0.26875
H 0.67490 3.09430 0.50962
H -0.12106 2.55004 -0.96977
H -0.32626 -2.76672 -0.40684
H 1.21475 -3.50289 0.06603
H 0.22580 -3.01125 1.34511
H 2.76973 -1.63284 0.19785

Summary:
energy relative to the best compared isomer or geometry (same formula, charge and spin)	4.4516	eV
E_LUMO	-0.122	Eh
gap between HOMO and LUMO	8.356	eV
charge	+1
HOMO	-0.4293	Ha